Arrangement A

A 8-piece molecular cluster, C32H88N8O8 overall, computed with the ωB97M-V functional and the def2-TZVPD basis.

Summary:
SMILES: COC[C@H](C)N.COC[C@H](C)N.COC[C@H](C)N.COC[C@H](C)N.COC[C@H](C)N.COC[C@H](C)N.COC[C@H](C)N.COC[C@H](C)N
Charge: 0
HOMO: -8.9 eV
Orbital gap: 0.338 hartree

Geometry (Å):
1 C -5.3536 4.9793 -0.0570
2 C -3.8407 4.7317 -0.0986
3 C -3.0440 6.0280 -0.1219
4 O -3.2789 6.7294 -1.2936
5 C -2.7065 8.0128 -1.3550
6 N -3.6142 3.9621 1.0989
7 H -5.6491 5.3210 0.9350
8 H -5.8987 4.0632 -0.2843
9 H -5.5366 5.7401 -0.8158
10 H -3.5749 4.2518 -1.0405
11 H -1.9873 5.7655 -0.0711
12 H -3.4438 6.7323 0.6076
13 H -3.2599 8.7031 -1.9918
14 H -1.6979 8.0923 -1.7608
15 H -2.8115 8.4969 -0.3841
16 H -4.1421 3.1011 1.0877
17 H -2.6483 3.7095 1.2514
18 C 0.0496 1.2703 8.4971
19 C -0.5094 0.2556 7.4169
20 C 0.2737 0.3281 6.0850
21 O -0.1480 -0.6329 5.1513
22 C 0.6275 -0.6978 3.9516
23 N -0.3510 -1.0521 7.9152
24 H -0.4906 1.4891 9.4182
25 H -0.0349 2.2551 8.0375
26 H 1.0924 1.1866 8.8033
27 H -1.5220 0.6094 7.2228
28 H 1.3621 0.2784 6.1169
29 H 0.1623 1.3222 5.6521
30 H 0.6338 0.2373 3.3916
31 H 0.2352 -1.4499 3.2672
32 H 1.6773 -0.9639 4.0753
33 H -0.4326 -1.6695 7.1200
34 H 0.6041 -1.1414 8.2312
35 C 6.3253 -3.9415 -5.8017
36 C 6.8593 -4.0805 -4.3593
37 C 5.7698 -3.9107 -3.2358
38 O 5.6849 -2.5999 -2.7972
39 C 4.3501 -2.3550 -2.2811
40 N 7.7329 -5.2198 -4.2379
41 H 6.1994 -2.8687 -5.9483
42 H 5.4303 -4.5225 -6.0242
43 H 7.0047 -4.3684 -6.5393
44 H 7.5032 -3.2203 -4.1762
45 H 5.9845 -4.4052 -2.2885
46 H 4.8186 -4.2982 -3.6007
47 H 3.5553 -2.8016 -2.8786
48 H 4.2667 -1.3231 -1.9400
49 H 4.1813 -2.9933 -1.4139
50 H 7.9692 -5.2979 -3.2590
51 H 8.5909 -5.2071 -4.7706
52 C 1.4970 -7.1100 -2.4174
53 C 2.2159 -5.9206 -1.7856
54 C 1.2426 -4.8771 -1.0909
55 O 0.1195 -4.5366 -1.8037
56 C -0.7663 -3.7418 -1.0520
57 N 3.1991 -6.4441 -0.8654
58 H 2.2256 -7.7412 -2.9261
59 H 0.6216 -7.0444 -3.0635
60 H 0.9855 -7.6957 -1.6536
61 H 2.7567 -5.4646 -2.6149
62 H 1.8959 -4.0070 -1.0266
63 H 1.0749 -5.3455 -0.1211
64 H -0.4719 -3.2523 -0.1236
65 H -1.5478 -4.4291 -0.7282
66 H -1.2087 -2.9598 -1.6691
67 H 2.7406 -7.0188 -0.1729
68 H 3.5690 -5.6834 -0.3134
69 C -1.8177 -1.3330 -7.4296
70 C -2.4256 -1.4793 -6.0702
71 C -2.2068 -0.1633 -5.2360
72 O -2.8108 -0.2744 -3.9358
73 C -2.5797 0.8458 -3.1012
74 N -3.7731 -1.7515 -6.4219
75 H -2.3566 -0.5459 -7.9572
76 H -1.7876 -2.2543 -8.0112
77 H -0.7870 -1.0241 -7.2552
78 H -2.0071 -2.2838 -5.4654
79 H -2.6257 0.7345 -5.6906
80 H -1.1371 0.0275 -5.1498
81 H -3.1404 0.7896 -2.1682
82 H -2.9406 1.7364 -3.6155
83 H -1.5081 0.9633 -2.9402
84 H -4.3388 -1.8498 -5.5911
85 H -3.8067 -2.7239 -6.6928
86 C 3.8802 1.3693 3.4526
87 C 5.0336 2.0390 2.7487
88 C 4.5308 3.2400 1.9144
89 O 3.4198 2.9240 0.9879
90 C 3.1208 3.8963 0.0251
91 N 5.9938 2.3504 3.7283
92 H 4.2415 0.5809 4.1128
93 H 3.3066 0.8490 2.6856
94 H 3.3186 1.9591 4.1771
95 H 5.5060 1.3491 2.0494
96 H 5.3701 3.6861 1.3810
97 H 4.2472 4.0290 2.6109
98 H 2.1968 3.4279 -0.3139
99 H 3.9177 3.9065 -0.7186
100 H 2.9174 4.8784 0.4520
101 H 6.4021 3.2273 3.4377
102 H 5.4059 2.7502 4.4456
103 C 0.9620 -0.3841 -2.0108
104 C 1.1657 0.4443 -0.6966
105 C 0.6681 -0.1743 0.5800
106 O -0.7702 -0.4619 0.5912
107 C -1.4671 0.5898 1.1373
108 N 2.6324 0.7947 -0.6591
109 H 1.2346 0.1343 -2.9301
110 H -0.1012 -0.5993 -2.1174
111 H 1.6736 -1.2095 -2.0335
112 H 0.5807 1.3634 -0.7277
113 H 1.0781 0.3339 1.4527
114 H 1.2083 -1.1195 0.6341
115 H -2.4897 0.4932 0.7726
116 H -1.0082 1.5640 0.9687
117 H -1.5303 0.4654 2.2184
118 H 2.7430 1.5421 0.0112
119 H 3.1942 0.0348 -0.3026
120 C -6.7571 2.3764 3.3747
121 C -6.7040 0.8269 2.9934
122 C -5.2993 0.3362 2.5953
123 O -4.6948 1.2368 1.5784
124 C -5.2816 1.1551 0.2009
125 N -7.3289 0.0046 4.0972
126 H -6.4805 2.8190 2.4178
127 H -6.0080 2.6606 4.1137
128 H -7.7494 2.5542 3.7891
129 H -7.3246 0.4961 2.1606
130 H -5.3117 -0.6582 2.1492
131 H -4.6006 0.3956 3.4298
132 H -6.2800 1.5534 0.3818
133 H -5.2825 0.1501 -0.2211
134 H -4.6856 1.8439 -0.3979
135 H -6.8356 0.1518 4.9661
136 H -7.0270 -0.9491 3.9581

Arrangement B

A 8-piece molecular cluster, C32H88N8O8 overall, computed with the ωB97M-V functional and the def2-TZVPD basis.

Summary:
SMILES: COC[C@H](C)N.COC[C@H](C)N.COC[C@H](C)N.COC[C@H](C)N.COC[C@H](C)N.COC[C@H](C)N.COC[C@H](C)N.COC[C@H](C)N
Charge: 0
HOMO: -8.7 eV
Orbital gap: 0.333 hartree

Geometry (Å):
1 C -7.8597 6.0543 -2.5485
2 C -8.0252 5.5421 -1.0827
3 C -9.4464 4.9512 -0.8468
4 O -10.5179 5.8394 -0.9569
5 C -11.7989 5.2387 -0.9220
6 N -7.0166 4.6213 -0.8146
7 H -6.9458 6.6148 -2.7458
8 H -8.6955 6.5779 -3.0125
9 H -7.7862 5.2190 -3.2448
10 H -7.9530 6.2800 -0.2838
11 H -9.4785 4.4811 0.1361
12 H -9.5570 4.1735 -1.6024
13 H -12.3968 5.8229 -0.2224
14 H -11.7490 4.3275 -0.3260
15 H -12.3274 5.1124 -1.8669
16 H -6.0959 4.9459 -1.0734
17 H -6.9638 4.4466 0.1788
18 C -0.6257 8.6933 -1.6284
19 C -1.4573 7.9617 -0.6462
20 C -0.5570 7.5190 0.5202
21 O -1.4065 6.7219 1.3230
22 C -0.6357 5.9274 2.2641
23 N -2.5529 8.7948 -0.0975
24 H 0.4492 8.5124 -1.6352
25 H -0.6564 9.7763 -1.5082
26 H -0.9250 8.5275 -2.6633
27 H -1.9845 7.0787 -1.0074
28 H -0.3670 8.4353 1.0792
29 H 0.4194 7.0953 0.2856
30 H 0.3416 5.5203 2.0048
31 H -1.3556 5.2502 2.7239
32 H -0.4856 6.6137 3.0975
33 H -2.8116 8.3982 0.7946
34 H -2.1563 9.6971 0.1230
35 C 10.6634 -2.4187 10.2821
36 C 11.7393 -1.6839 9.4741
37 C 11.4166 -1.3464 8.0452
38 O 11.5348 -2.6329 7.2511
39 C 10.9373 -2.5133 5.9607
40 N 11.9422 -0.4415 10.1838
41 H 10.7807 -2.5255 11.3604
42 H 10.7213 -3.4155 9.8451
43 H 9.6219 -2.1159 10.1738
44 H 12.5865 -2.3645 9.5578
45 H 12.0694 -0.5607 7.6649
46 H 10.3702 -1.0412 8.0510
47 H 10.0133 -3.0899 6.0032
48 H 11.5844 -2.9004 5.1736
49 H 10.4375 -1.5546 5.8222
50 H 11.3083 -0.3940 10.9686
51 H 12.8847 -0.3040 10.5199
52 C 2.9622 0.8770 -1.5992
53 C 1.7520 0.3606 -0.7477
54 C 2.0218 -0.1499 0.6279
55 O 2.7509 -1.4259 0.3650
56 C 3.2897 -1.9330 1.5817
57 N 0.8849 1.5520 -0.6995
58 H 3.6661 0.1365 -1.9790
59 H 3.5608 1.6799 -1.1689
60 H 2.5126 1.3778 -2.4566
61 H 1.1647 -0.3650 -1.3104
62 H 1.1396 -0.4569 1.1895
63 H 2.6325 0.6174 1.1039
64 H 3.6932 -2.8983 1.2762
65 H 2.5959 -2.2003 2.3788
66 H 4.1960 -1.4695 1.9715
67 H 0.8004 2.1587 -1.5026
68 H 0.0077 1.0618 -0.8015
69 C -3.0875 -2.9553 -7.2281
70 C -1.8824 -2.4848 -6.3683
71 C -0.4455 -2.8192 -6.8245
72 O -0.0476 -4.1814 -6.7264
73 C -0.0729 -4.8648 -5.4458
74 N -2.2148 -1.0986 -6.2030
75 H -3.0013 -4.0047 -7.5101
76 H -3.0731 -2.2866 -8.0888
77 H -4.0713 -2.8005 -6.7853
78 H -2.0508 -2.8874 -5.3694
79 H 0.2699 -2.2395 -6.2413
80 H -0.2111 -2.3271 -7.7685
81 H 0.6307 -4.5217 -4.6873
82 H 0.0787 -5.9205 -5.6706
83 H -1.1252 -4.8639 -5.1615
84 H -1.3271 -0.7333 -5.8890
85 H -2.5320 -0.6095 -7.0277
86 C 7.9236 -12.1982 8.1633
87 C 7.4629 -11.2491 7.0336
88 C 6.0880 -10.7175 7.2840
89 O 5.6668 -9.9291 6.1696
90 C 4.5465 -9.0024 6.4563
91 N 8.3637 -10.1382 6.8353
92 H 8.1414 -11.6894 9.1023
93 H 8.8093 -12.7538 7.8554
94 H 7.1885 -12.9954 8.2739
95 H 7.4323 -11.7837 6.0842
96 H 6.1375 -10.1698 8.2251
97 H 5.3466 -11.4909 7.4845
98 H 3.7037 -9.5323 6.9002
99 H 4.2157 -8.6765 5.4702
100 H 4.8265 -8.1702 7.1022
101 H 8.4714 -9.6326 7.7030
102 H 7.7566 -9.5449 6.2880
103 C -4.5224 -3.2320 0.3673
104 C -5.4552 -2.0223 0.1051
105 C -6.1651 -1.4349 1.4020
106 O -6.7578 -2.5845 2.0697
107 C -7.2838 -2.2920 3.3772
108 N -4.9284 -0.8750 -0.6315
109 H -3.5450 -3.0925 0.8293
110 H -4.3572 -3.7371 -0.5844
111 H -4.7684 -4.0584 1.0341
112 H -6.2642 -2.3585 -0.5433
113 H -6.8894 -0.6692 1.1241
114 H -5.4482 -0.8457 1.9738
115 H -7.8089 -3.1397 3.8174
116 H -7.9298 -1.4236 3.5065
117 H -6.5335 -2.0932 4.1425
118 H -4.5683 -0.8820 -1.5751
119 H -5.4346 -0.0264 -0.4225
120 C -4.6035 5.8000 -9.5454
121 C -3.7095 4.6788 -9.9031
122 C -2.3497 4.8439 -9.1996
123 O -1.5489 3.6686 -9.2906
124 C -0.1244 3.7228 -9.5193
125 N -4.3122 3.4518 -9.5984
126 H -5.6316 5.7116 -9.8965
127 H -4.2145 6.7527 -9.9049
128 H -4.8508 5.8358 -8.4844
129 H -3.6006 4.6495 -10.9873
130 H -2.4566 5.2092 -8.1782
131 H -1.6767 5.5959 -9.6115
132 H 0.2155 4.2186 -10.4285
133 H 0.2130 2.6963 -9.6625
134 H 0.3730 4.0888 -8.6211
135 H -4.7752 3.4116 -8.7017
136 H -5.0666 3.3129 -10.2554

Arrangement C

A 8-piece molecular cluster, C32H88N8O8 overall, computed with the ωB97M-V functional and the def2-TZVPD basis.

Summary:
SMILES: COC[C@H](C)N.COC[C@H](C)N.COC[C@H](C)N.COC[C@H](C)N.COC[C@H](C)N.COC[C@H](C)N.COC[C@H](C)N.COC[C@H](C)N
Charge: 0
HOMO: -8.8 eV
Orbital gap: 0.342 hartree

Geometry (Å):
1 C -1.2800 -5.7485 -0.8472
2 C -0.7126 -4.9725 0.3445
3 C 0.7716 -4.7027 0.2648
4 O 1.3929 -5.9172 0.4215
5 C 2.7208 -5.7348 -0.2246
6 N -1.4985 -3.7331 0.4498
7 H -2.1983 -6.2711 -0.5793
8 H -0.7754 -6.6275 -1.2481
9 H -1.4128 -5.0232 -1.6500
10 H -0.8570 -5.6932 1.1494
11 H 1.2314 -4.1262 1.0675
12 H 0.9998 -4.1742 -0.6608
13 H 2.6413 -5.3733 -1.2499
14 H 3.4296 -6.5585 -0.3088
15 H 3.2289 -4.9111 0.2768
16 H -2.4690 -3.9699 0.5986
17 H -1.2454 -3.3100 1.3313
18 C 10.1789 -0.1814 -2.4758
19 C 9.0993 -0.9578 -3.2472
20 C 7.7411 -0.2466 -3.3098
21 O 7.2306 -0.2096 -1.9986
22 C 6.2084 0.7658 -1.8463
23 N 9.5247 -1.0725 -4.5887
24 H 10.3839 0.8067 -2.8878
25 H 11.1177 -0.6181 -2.8167
26 H 10.0991 -0.2810 -1.3933
27 H 9.0193 -1.9727 -2.8579
28 H 7.0511 -0.6497 -4.0510
29 H 7.9726 0.7486 -3.6893
30 H 5.3819 0.4899 -2.5011
31 H 6.6045 1.7210 -2.1908
32 H 6.0183 0.9495 -0.7889
33 H 8.8718 -1.7480 -4.9595
34 H 10.4270 -1.5262 -4.5864
35 C -1.3958 -2.8113 -3.4721
36 C -0.9723 -2.6334 -4.8668
37 C -2.2011 -2.3717 -5.8020
38 O -3.1498 -3.4629 -6.0033
39 C -4.1478 -3.1611 -6.9274
40 N -0.0074 -1.4947 -4.7913
41 H -2.1279 -3.5983 -3.2914
42 H -1.8079 -1.8678 -3.1143
43 H -0.6187 -3.2120 -2.8212
44 H -0.4461 -3.5698 -5.0524
45 H -1.9568 -1.9087 -6.7580
46 H -2.7531 -1.5721 -5.3081
47 H -5.1383 -3.3020 -6.4949
48 H -4.1999 -3.6922 -7.8779
49 H -4.1794 -2.1370 -7.2993
50 H -0.4877 -0.6435 -4.5366
51 H 0.6384 -1.5754 -4.0189
52 C -2.1081 2.2103 -6.4459
53 C -2.7726 2.1050 -5.1012
54 C -1.8989 2.6293 -3.9383
55 O -0.5863 2.1746 -3.9902
56 C 0.1289 2.3671 -2.7780
57 N -4.0622 2.6711 -5.2580
58 H -2.5966 1.6494 -7.2426
59 H -1.1815 1.6429 -6.3583
60 H -1.8342 3.2435 -6.6593
61 H -2.9358 1.0412 -4.9283
62 H -2.3051 2.3232 -2.9743
63 H -1.9463 3.7172 -3.9870
64 H 0.2901 3.3978 -2.4620
65 H 1.1268 1.9286 -2.7798
66 H -0.4111 1.9491 -1.9284
67 H -3.9616 3.5584 -5.7300
68 H -4.5682 2.0671 -5.8898
69 C 0.0110 2.7513 3.7190
70 C -0.3880 3.5549 5.0344
71 C 0.4290 3.0630 6.4207
72 O 0.0049 1.7700 6.7200
73 C -1.2184 1.8059 7.3720
74 N -0.2256 5.0245 4.7730
75 H 0.9421 3.0729 3.2524
76 H -0.8899 2.7514 3.1055
77 H 0.2404 1.7182 3.9802
78 H -1.4502 3.3210 5.1058
79 H 0.3469 3.6711 7.3217
80 H 1.5065 3.1398 6.2752
81 H -1.3421 0.7590 7.6493
82 H -2.0759 2.2024 6.8283
83 H -1.1180 2.3605 8.3049
84 H -0.4089 4.9501 3.7825
85 H -0.9756 5.5678 5.1761
86 C -2.8835 -4.0755 8.1319
87 C -3.3376 -2.6096 7.7686
88 C -2.7850 -2.1040 6.4568
89 O -3.3990 -0.8882 5.9829
90 C -2.7560 -0.2249 4.8424
91 N -4.7443 -2.7582 7.7096
92 H -3.1844 -4.3329 9.1474
93 H -1.7959 -4.1386 8.1677
94 H -3.1979 -4.7203 7.3112
95 H -3.0954 -1.9133 8.5714
96 H -2.9619 -2.8785 5.7105
97 H -1.6997 -2.0981 6.5575
98 H -2.6385 -0.8914 3.9879
99 H -1.8943 0.2557 5.3057
100 H -3.4687 0.5777 4.6526
101 H -4.8297 -3.1245 8.6469
102 H -5.3231 -1.9342 7.6321
103 C -1.3104 -0.2513 1.7078
104 C -0.5382 -0.0276 0.5232
105 C 0.9215 -0.4015 0.6484
106 O 1.5563 -0.0765 -0.6057
107 C 2.9019 -0.5291 -0.6562
108 N -1.1056 -0.8842 -0.4512
109 H -2.3650 -0.0273 1.5470
110 H -0.8510 0.3423 2.4981
111 H -1.0370 -1.2599 2.0179
112 H -0.5462 1.0099 0.1892
113 H 1.1273 -1.4192 0.9804
114 H 1.2214 0.1437 1.5433
115 H 3.5487 -0.4295 0.2154
116 H 3.3465 0.1310 -1.4010
117 H 2.8700 -1.5338 -1.0777
118 H -1.0611 -1.8127 -0.0563
119 H -0.5050 -0.8587 -1.2629
120 C -1.6323 6.7380 0.1409
121 C -0.6519 5.6602 -0.1337
122 C -1.4180 4.3607 -0.2217
123 O -1.9399 4.1296 1.0611
124 C -3.0586 3.3697 1.1282
125 N -0.0163 6.0128 -1.3483
126 H -2.3668 6.5553 0.9252
127 H -2.0892 7.0614 -0.7943
128 H -1.1428 7.6341 0.5224
129 H 0.1526 5.6378 0.6014
130 H -0.7917 3.5709 -0.6367
131 H -2.2249 4.4167 -0.9522
132 H -3.2518 2.8116 2.0443
133 H -3.1138 2.6139 0.3448
134 H -3.9766 3.8135 0.7430
135 H -0.7975 6.1248 -1.9786
136 H 0.4287 6.9160 -1.2686

Of them, the most stable is arrangement A and the least stable is arrangement B.

Arrangement A

An isolated ion of composition C10H12N and charge +1, computed with the ωB97M-V functional and the def2-TZVPD basis.

Summary:
Charge: +1
HOMO (spin up / spin down): -11.1 / -11.1 eV
Orbital gap (spin up / spin down): 0.253 / 0.253 hartree

Geometry (Å):
1 C 0.6142 1.6569 -3.1993
2 C 1.6033 1.4357 -2.2942
3 C -0.6621 1.1881 -2.7813
4 C 1.3039 0.7871 -1.1374
5 C -0.9117 0.4698 -1.6464
6 C 0.6419 -0.3814 1.5978
7 C 0.9904 -1.1244 2.6816
8 C 0.0109 -0.4919 0.3446
9 C -2.2960 -0.0952 -1.4267
10 C 0.6423 -1.5178 3.9854
11 N 0.1635 0.2686 -0.7934
12 H 0.5212 2.1723 -4.1308
13 H 2.7236 1.6379 -2.4272
14 H -1.4333 1.6743 -3.3014
15 H 2.1688 0.7073 -0.5000
16 H 1.3574 0.4411 1.6669
17 H -0.7045 -1.2443 0.3173
18 H -2.2251 -1.1593 -1.8578
19 H -2.5810 -0.0856 -0.3554
20 H -2.9808 0.5843 -1.9574
21 H 1.5436 -1.5103 4.6896
22 H 0.3623 -2.6124 3.8026
23 H -0.2176 -0.9542 4.4820

Arrangement B

An isolated ion of composition C10H12N and charge +1, computed with the ωB97M-V functional and the def2-TZVPD basis.

Summary:
SMILES: C=[N+]1C=CC=CC12C(C)=C2C
Charge: +1
HOMO (spin up / spin down): -12.3 / -12.3 eV
Orbital gap (spin up / spin down): 0.276 / 0.276 hartree

Geometry (Å):
1 C 1.8902 -1.2178 1.1294
2 C 2.6054 -0.5708 0.0609
3 C 0.5907 -0.9207 1.2426
4 C 2.0705 0.3088 -0.7689
5 C -0.0601 0.1028 0.3581
6 C -1.5069 0.3542 0.3688
7 C -1.2746 -0.7451 -0.3329
8 C 0.9462 2.3291 -0.3866
9 C -2.5035 1.3335 0.7721
10 C -1.3973 -1.8649 -1.2086
11 N 0.9012 1.0004 -0.3264
12 H 2.4581 -1.9626 1.6904
13 H 3.6041 -0.8179 -0.3646
14 H 0.1174 -1.6785 1.8854
15 H 2.5274 0.6449 -1.7059
16 H 0.2319 3.1060 0.0032
17 H 1.6382 2.8928 -0.9395
18 H -1.9508 2.1859 1.1191
19 H -3.1527 0.9208 1.7004
20 H -3.3229 1.4049 0.0849
21 H -2.4635 -2.3103 -1.0452
22 H -0.8780 -2.7713 -1.0178
23 H -1.0713 -1.7242 -2.3186

Of them, the most stable is arrangement A and the least stable is arrangement B.